Record 1
{"formula": "C15H27BN2O3S", "method": "wB97M-V/def2-TZVPD", "homo_energy_ev": -7.4, "spin_multiplicity": 1, "smiles": "C=CCB(CCCCCCCSc1nnco1)OC[C@H](C)O", "total_charge": 0, "e_lumo_ev": -0.53, "symbols": ["C", "C", "C", "B", "C", "C", "C", "C", "C", "C", "C", "S", "C", "N", "N", "C", "O", "O", "C", "C", "C", "O", "H", "H", "H", "H", "H", "H", "H", "H", "H", "H", "H", "H", "H", "H", "H", "H", "H", "H", "H", "H", "H", "H", "H", "H", "H", "H", "H"], "positions_angstrom": [[2.650, -1.382, 3.010], [3.647, -0.897, 2.137], [4.068, -1.551, 0.775], [3.237, -1.031, -0.503], [1.853, -1.811, -0.838], [0.859, -0.880, -1.645], [-0.595, -1.466, -1.761], [-1.603, -0.869, -0.701], [-3.011, -1.594, -0.794], [-3.840, -1.494, 0.566], [-5.320, -0.983, 0.349], [-5.839, 0.390, 1.450], [-4.994, 1.892, 0.962], [-5.464, 3.110, 1.253], [-4.586, 4.056, 0.795], [-3.612, 3.349, 0.220], [-3.796, 1.993, 0.285], [3.620, 0.005, -1.375], [4.020, 1.201, -0.707], [2.869, 2.269, -0.544], [1.886, 1.991, 0.648], [2.170, 2.383, -1.799], [2.961, -1.971, 3.913], [1.555, -1.174, 2.919], [4.201, 0.026, 2.470], [5.140, -1.236, 0.612], [4.089, -2.659, 0.895], [2.163, -2.632, -1.554], [1.406, -2.291, 0.067], [1.269, -0.827, -2.692], [0.906, 0.158, -1.240], [-0.582, -2.589, -1.721], [-0.985, -1.196, -2.782], [-1.217, -0.990, 0.340], [-1.773, 0.194, -1.007], [-3.611, -1.157, -1.639], [-2.798, -2.655, -1.086], [-3.884, -2.531, 0.986], [-3.274, -0.797, 1.226], [-6.000, -1.845, 0.588], [-5.504, -0.699, -0.718], [-2.700, 3.725, -0.287], [4.798, 1.687, -1.366], [4.514, 1.052, 0.287], [3.355, 3.269, -0.345], [2.021, 1.005, 1.149], [2.008, 2.801, 1.410], [0.844, 2.106, 0.240], [2.877, 2.546, -2.450]], "forces_ev_per_a": [[0.1446, 0.1342, -0.0363], [-0.3862, -0.3108, 0.0512], [0.3198, 1.8529, -0.3179], [-1.1198, -1.0306, -0.4590], [0.4344, 0.6231, -0.9572], [0.2720, -0.9013, -0.3712], [-0.2040, 0.6625, 0.0264], [-0.5197, -0.7534, -1.1170], [0.3215, 0.1579, 0.0701], [0.2687, -0.1157, -1.1602], [0.7091, -0.4281, -0.4682], [0.3298, 0.4133, -0.0891], [-0.3803, 1.8646, -0.1644], [-0.1335, -2.3518, 0.0066], [2.3297, -2.2560, -1.3131], [-0.7450, 1.1849, 0.4785], [-0.7844, 0.5336, 0.5334], [-0.5244, -0.1756, 2.1531], [1.0283, 1.5430, -0.5042], [0.4585, -0.1886, 0.2595], [-0.3963, 0.6907, -0.6768], [0.5523, 0.0613, 0.5545], [-0.2065, 2.3316, 0.3722], [0.6975, -1.9270, -1.1600], [1.0626, -1.9454, 0.3425], [-0.9237, -0.2396, 0.3625], [-0.4280, 0.9418, -0.0946], [-0.3776, 0.4311, 0.8369], [0.3042, 0.3717, -0.6404], [-0.2753, 0.1771, 1.0197], [-0.4069, -0.7633, -0.3386], [0.0785, 0.9524, 0.1100], [0.1977, -0.3000, 0.9109], [-0.1300, 0.3641, -0.7729], [0.3778, -0.6221, 0.8359], [0.5953, -0.3279, 0.7083], [-0.4209, 0.7363, 0.4152], [0.1281, 1.0924, 0.0604], [-0.6014, -0.6855, -0.2157], [0.2613, 1.1791, -0.0756], [0.1637, -0.1914, 0.9121], [-0.9285, -0.4184, 0.4796], [-0.6517, -0.4951, 0.5857], [-0.4294, -0.2064, -0.6652], [-0.1572, -1.0260, -0.0798], [-0.1447, 0.6499, -0.5290], [-0.0382, -0.8021, -0.5153], [0.8758, -0.3620, 0.5058], [-0.5978, -0.1255, 0.1304]]}


Record 2
{"formula": "C2H10NS", "method": "wB97M-V/def2-TZVPD", "homo_energy_ev": [-20.9, -22.0], "spin_multiplicity": 2, "total_charge": 2, "e_lumo_ev": [-7.80, -12.38], "symbols": ["C", "S", "H", "H", "H", "H", "C", "N", "H", "H", "H", "H", "H", "H"], "positions_angstrom": [[1.980, -1.627, 0.135], [1.425, -2.733, -1.282], [0.111, -2.404, -1.187], [2.020, -2.279, 1.008], [1.258, -0.844, 0.361], [2.960, -1.266, -0.165], [-0.809, 1.028, 0.671], [-1.549, 1.689, -0.435], [-2.564, 1.615, -0.324], [-1.341, 2.692, -0.487], [-1.457, 1.336, -1.385], [-1.249, 1.496, 1.559], [0.236, 1.319, 0.711], [-1.021, -0.024, 0.821]], "forces_ev_per_a": [[-0.4512, -0.7659, -0.9022], [0.1169, 0.9798, 1.2052], [0.1606, -0.2810, -0.1470], [0.3029, -0.2582, 0.0342], [0.0814, -0.0918, -0.4411], [0.1026, 0.0100, 0.1884], [-0.5804, 0.9101, 1.6087], [-0.7284, 0.1133, -0.9060], [-0.1284, 0.1177, 0.5724], [0.0612, -0.0221, 0.1386], [0.7602, -0.2764, -0.1582], [0.2073, -0.1021, 0.0565], [0.0611, -0.2017, -0.5371], [0.0341, -0.1318, -0.7124]]}


Record 3
{"formula": "C46H62Cl3IrN4O7PS2", "method": "wB97M-V/def2-TZVPD", "homo_energy_ev": -10.2, "spin_multiplicity": 1, "total_charge": 1, "e_lumo_ev": -2.22, "symbols": ["Ir", "O", "C", "O", "C", "C", "C", "C", "C", "O", "C", "C", "O", "O", "H", "H", "H", "H", "H", "H", "H", "H", "Cl", "C", "C", "C", "C", "C", "C", "N", "C", "C", "N", "C", "O", "C", "C", "C", "Cl", "S", "C", "C", "C", "Cl", "C", "H", "H", "H", "H", "H", "H", "H", "H", "H", "H", "H", "H", "H", "O", "P", "C", "C", "C", "C", "C", "C", "C", "C", "C", "C", "C", "C", "C", "C", "C", "C", "C", "C", "H", "H", "H", "H", "H", "H", "H", "H", "H", "H", "H", "H", "H", "H", "H", "H", "H", "H", "H", "H", "H", "H", "H", "H", "H", "H", "H", "H", "H", "H", "H", "H", "H", "C", "N", "C", "C", "N", "C", "S", "H", "H", "H", "H", "H", "H", "H", "H"], "positions_angstrom": [[-0.627, 0.530, -0.577], [-1.861, 3.140, 1.977], [-1.630, 2.776, 0.853], [-2.018, 1.606, 0.368], [-0.917, 3.691, -0.157], [-1.280, 3.327, -1.601], [-0.770, 4.374, -2.586], [0.753, 4.092, -2.608], [0.866, 2.960, -1.598], [-0.360, 2.210, -1.863], [0.635, 3.474, -0.175], [1.125, 2.454, 0.842], [1.822, 2.775, 1.774], [0.810, 1.192, 0.616], [-1.182, 4.712, 0.109], [-2.303, 2.994, -1.739], [-1.213, 4.228, -3.570], [-1.014, 5.378, -2.246], [1.078, 3.756, -3.592], [1.356, 4.950, -2.318], [1.714, 2.300, -1.692], [1.186, 4.392, 0.014], [-6.755, -3.455, 8.991], [-5.646, -2.896, 7.786], [-4.312, -3.256, 7.857], [-3.446, -2.791, 6.882], [-3.873, -1.980, 5.834], [-2.854, -1.516, 4.812], [-3.068, -2.180, 3.457], [-2.010, -1.823, 2.522], [-0.717, -2.300, 2.516], [-0.090, -1.682, 1.483], [-0.988, -0.843, 0.866], [-2.122, -0.921, 1.543], [-2.875, -0.129, 4.586], [-2.082, 0.616, 5.517], [-0.624, 0.416, 5.242], [0.233, -0.362, 5.961], [-0.113, -1.210, 7.420], [1.810, -0.422, 5.285], [1.333, 0.611, 4.000], [0.031, 0.974, 4.101], [-5.226, -1.643, 5.795], [-5.887, -0.649, 4.531], [-6.112, -2.090, 6.762], [-3.959, -3.880, 8.665], [-2.397, -3.053, 6.940], [-1.864, -1.821, 5.174], [-4.013, -1.847, 3.032], [-3.091, -3.264, 3.567], [-0.364, -3.019, 3.233], [0.929, -1.766, 1.150], [-3.012, -0.350, 1.345], [-2.339, 0.338, 6.543], [-2.358, 1.656, 5.353], [2.039, 0.925, 3.250], [-0.466, 1.640, 3.407], [-7.155, -1.812, 6.712], [1.024, -0.293, -1.720], [1.572, -1.310, -2.712], [1.299, -3.001, -2.076], [1.868, -4.146, -2.941], [0.877, -4.727, -3.946], [-0.397, -5.168, -3.239], [-1.060, -3.963, -2.588], [-0.140, -3.266, -1.584], [3.405, -1.124, -2.844], [4.184, -1.863, -1.733], [4.211, -1.020, -0.460], [5.096, 0.220, -0.681], [5.146, 0.622, -2.162], [3.813, 0.369, -2.862], [0.753, -1.150, -4.352], [0.162, 0.244, -4.613], [1.162, 1.254, -5.156], [1.815, 0.718, -6.425], [2.513, -0.613, -6.163], [1.564, -1.654, -5.563], [1.917, -2.947, -1.175], [2.166, -4.952, -2.263], [2.784, -3.827, -3.446], [1.343, -5.563, -4.469], [0.620, -3.983, -4.706], [-0.152, -5.910, -2.472], [-1.078, -5.653, -3.944], [-1.971, -4.264, -2.064], [-1.360, -3.257, -3.368], [-0.073, -3.897, -0.694], [-0.596, -2.328, -1.267], [3.667, -1.580, -3.802], [5.204, -2.024, -2.087], [3.783, -2.857, -1.550], [4.591, -1.604, 0.379], [3.190, -0.721, -0.203], [6.111, 0.007, -0.340], [4.732, 1.050, -0.072], [5.939, 0.075, -2.678], [5.396, 1.680, -2.256], [3.864, 0.732, -3.888], [3.047, 0.949, -2.357], [-0.100, -1.822, -4.203], [-0.325, 0.619, -3.711], [-0.621, 0.129, -5.374], [1.917, 1.469, -4.397], [0.646, 2.194, -5.364], [2.524, 1.440, -6.834], [1.039, 0.572, -7.185], [3.362, -0.446, -5.499], [2.923, -1.011, -7.093], [2.122, -2.558, -5.312], [0.846, -1.949, -6.337], [-4.286, -3.214, -1.149], [-3.716, -2.834, -2.421], [-3.861, -3.692, -3.594], [-3.167, -2.889, -4.710], [-2.683, -1.714, -3.988], [-3.075, -1.702, -2.702], [-2.843, -0.423, -1.618], [-5.371, -3.293, -1.231], [-4.033, -2.457, -0.412], [-3.883, -4.179, -0.836], [-4.917, -3.877, -3.799], [-3.375, -4.652, -3.414], [-3.857, -2.606, -5.505], [-2.336, -3.439, -5.152], [-2.448, -0.847, -4.439]], "forces_ev_per_a": [[-0.6060, 0.0856, -0.9068], [-0.0429, 0.0589, 0.0002], [-0.0045, 0.1188, -0.2221], [-0.0756, -0.2761, 0.3883], [0.0109, -0.2958, 0.0297], [-0.1214, 0.1221, 0.1167], [-0.0119, 0.0036, 0.0179], [-0.0051, -0.0300, -0.0420], [0.0433, 0.2636, 0.0802], [-0.0200, -0.2473, -0.1660], [-0.0429, -0.0531, 0.1047], [0.0079, -0.1295, -0.0202], [0.1010, 0.0227, -0.0760], [0.1237, 0.0390, 0.2271], [0.0685, 0.0413, -0.0690], [0.0260, -0.0969, -0.0434], [-0.0228, 0.0069, 0.0080], [-0.0047, 0.0046, -0.0177], [0.0117, 0.0378, 0.0209], [0.0044, -0.0094, 0.0122], [0.0889, -0.1702, -0.1177], [-0.0674, 0.0395, 0.0012], [-0.0024, 0.0006, 0.0045], [0.0058, 0.0007, -0.0016], [-0.0047, -0.0056, -0.0026], [-0.0020, 0.0003, -0.0070], [0.0105, 0.0263, 0.0242], [-0.0045, 0.0263, -0.0361], [0.0171, 0.0105, 0.0011], [0.0467, -0.0105, 0.0657], [-0.0419, -0.0636, -0.0569], [0.0335, -0.0179, -0.0574], [0.4039, 0.0627, 0.0986], [-0.0643, -0.1343, -0.1392], [-0.0182, -0.0001, 0.0251], [0.0303, 0.0018, -0.0126], [-0.0213, -0.0422, -0.0312], [0.0114, 0.0257, 0.0148], [-0.0098, -0.0141, -0.0081], [-0.0202, 0.0137, -0.0043], [0.0118, -0.0346, 0.0012], [-0.0085, 0.0111, 0.0114], [0.0006, -0.0230, 0.0106], [-0.0078, 0.0043, -0.0100], [0.0031, 0.0022, -0.0087], [-0.0021, -0.0011, -0.0002], [0.0109, 0.0065, 0.0039], [-0.0002, -0.0057, 0.0154], [-0.0017, -0.0266, -0.0130], [-0.0076, -0.0019, -0.0009], [-0.0055, 0.0088, 0.0131], [0.0325, 0.0578, -0.0025], [0.0198, 0.0290, 0.0128], [-0.0001, 0.0035, -0.0040], [-0.0110, -0.0031, 0.0149], [0.0039, 0.0215, -0.0164], [0.0097, 0.0055, -0.0183], [-0.0005, -0.0001, 0.0016], [-0.2800, -0.1994, 0.1814], [0.1619, 0.0011, 0.1560], [-0.0949, -0.0185, -0.0692], [0.0558, 0.0629, 0.0042], [-0.0067, -0.0196, 0.0526], [0.0523, 0.0390, 0.0662], [0.3204, -0.2111, 0.1040], [-0.0069, -0.0106, -0.1391], [-0.0532, -0.1203, -0.0367], [-0.0990, 0.0291, 0.0605], [0.0483, -0.0284, -0.0206], [0.0010, 0.0106, -0.0008], [-0.0303, -0.0015, 0.0378], [0.0706, 0.0090, -0.0810], [0.0361, 0.0240, 0.0684], [-0.1709, 0.0186, 0.0949], [-0.0269, -0.0294, -0.0387], [0.0018, -0.0141, 0.0058], [-0.0702, -0.0005, -0.0056], [0.0536, 0.0318, 0.0367], [-0.0779, 0.0485, 0.0668], [0.0094, -0.0029, 0.0022], [0.0033, -0.0239, 0.0067], [0.0119, 0.0067, -0.0001], [-0.0053, -0.0231, -0.0397], [-0.0025, -0.0401, -0.0294], [-0.0290, -0.0118, -0.0239], [0.3831, -0.0324, 0.0388], [0.3997, -0.3294, 0.2746], [0.0195, 0.0100, 0.0208], [-0.0100, -0.0248, 0.1134], [-0.0074, -0.0392, 0.0060], [-0.0005, 0.0163, -0.0074], [0.0435, -0.0235, -0.0071], [-0.0165, -0.0173, 0.0053], [0.0098, 0.0323, 0.0082], [0.0012, 0.0257, 0.0208], [-0.0315, -0.0102, -0.0222], [-0.0078, -0.0081, -0.0111], [0.0303, -0.0167, -0.0013], [-0.0188, 0.0161, 0.0144], [-0.1239, 0.1455, 0.1205], [0.0359, -0.0295, -0.0435], [0.0182, -0.0004, 0.0066], [-0.0167, -0.0738, -0.0341], [0.0429, 0.0243, 0.0003], [-0.0033, -0.0069, 0.0087], [0.0061, -0.0013, 0.0133], [0.0118, 0.0283, -0.0152], [0.0120, -0.0066, -0.0208], [0.0200, -0.0117, 0.0137], [0.0000, -0.0148, -0.0244], [-0.0198, 0.0088, 0.0107], [0.0316, 0.0057, 0.0037], [-0.3608, 0.3252, -0.1198], [-0.2146, 0.0128, -0.1047], [-0.1472, 0.0468, -0.0848], [-0.2032, 0.1939, -0.1178], [0.2181, -0.1945, -0.1496], [0.1987, 0.8555, 0.4721], [0.0092, -0.0016, -0.0018], [0.0070, -0.0007, 0.0051], [0.0090, -0.0247, -0.0011], [-0.0032, 0.0332, -0.0031], [-0.0913, 0.0314, -0.0461], [-0.0101, 0.0262, 0.0206], [-0.0329, -0.0182, -0.0419], [0.0609, 0.0520, 0.0069]]}


Number 1: energy -1345.8217 Eh. Number 2: energy -534.4009 Eh. Number 3: energy -5158.3674 Eh.